{
  "formula": "C3H7NOS2",
  "method": "wB97M-V/def2-TZVPD",
  "total_energy_ev": -28432.1203,
  "e_above_lowest_kcal_mol": 25.9,
  "spin_multiplicity": 1,
  "smiles": "N[C@H](C=O)CSS",
  "max_force_ev_per_a": 0.881,
  "symbols": ["N", "C", "C", "O", "C", "S", "S", "H", "H", "H", "H", "H", "H", "H"],
  "xyz": [[1.65, 0.09, -0.06], [0.43, 0.23, 0.72], [0.26, -0.92, 1.72], [1.01, -1.86, 1.74], [-0.77, 0.22, -0.23], [-0.79, 1.62, -1.39], [-2.23, 0.93, -2.71], [2.40, 0.54, 0.43], [1.94, -0.88, -0.07], [0.46, 1.14, 1.31], [-0.48, -0.80, 2.53], [-1.71, 0.16, 0.33], [-0.77, -0.68, -0.83], [-1.41, 0.20, -3.48]],
  "lowdin_charge": [0.04, -0.44, -0.22, 0.06, -0.56, 0.43, 0.31, 0.07, 0.07, 0.14, 0.13, 0.08, 0.07, -0.19]
}


{
  "formula": "C5H5NO2",
  "method": "wB97M-V/def2-TZVPD",
  "total_energy_ev": -10844.5750,
  "e_above_lowest_kcal_mol": 155.4,
  "spin_multiplicity": 1,
  "smiles": "C#C[C@@H]1CC(=O)NO1",
  "max_force_ev_per_a": 7.530,
  "symbols": ["C", "C", "C", "C", "C", "H", "H", "H", "H", "H", "N", "O", "O"],
  "xyz": [[-1.82, -0.18, -0.29], [-0.53, -0.77, 0.04], [0.48, 0.21, 0.56], [1.72, 0.05, -0.10], [2.86, -0.21, -0.58], [-0.14, -1.27, -0.81], [-0.60, -1.63, 0.82], [0.70, 0.31, 1.78], [-2.32, 2.07, -0.37], [4.03, -0.65, -0.52], [-1.47, 1.23, -0.51], [-2.86, -0.66, -0.13], [-0.06, 1.50, 0.13]],
  "lowdin_charge": [-0.51, -0.09, -0.36, -0.12, 0.10, 0.12, 0.17, 0.21, 0.24, 0.12, 0.09, 0.14, -0.11]
}